Entry 1:
18
Properties=species:S:1:pos:R:3 method="wB97M-V/def2-TZVPD" charge=+2 homo_energy_ev=-21.23 homo_lumo_gap_ev=10.77 relative_energy_ev=3.064
C 1.2217 1.1602 -1.4027
C -0.1715 1.4433 -1.1794
N -0.8688 1.1954 -0.1423
C -2.0970 0.9253 0.5914
C -0.8813 0.1388 0.7018
N -0.1303 -0.8471 0.7342
C 0.0510 -2.1268 1.3481
C 1.1147 -1.5089 0.5144
H 1.3545 0.7124 -2.3963
H 1.7427 0.5983 -0.6360
H 1.7253 2.1318 -1.5425
H -0.6439 2.0808 -1.9379
H -2.9712 0.5350 0.0688
H -2.3379 1.6468 1.3746
H -0.5439 -2.9522 0.9697
H 0.1537 -2.1488 2.4293
H 1.9983 -1.0965 0.9945
H 1.2837 -1.8878 -0.4898

=====

Entry 2:
13
Properties=species:S:1:pos:R:3 method="wB97M-V/def2-TZVPD" homo_energy_ev=-9.04 homo_lumo_gap_ev=7.70 relative_energy_ev=0.000
F -3.5613 -0.0626 -0.8426
C -2.6885 -0.0789 0.1846
F -3.3429 -0.1082 1.3090
C -1.6587 -1.2413 0.1824
S -1.8050 -2.6357 -0.6115
C -0.5107 -0.7841 1.0839
C -0.3499 0.6845 0.5495
C -1.6933 1.1112 0.1742
S -2.0455 2.5622 -0.4461
H -1.0009 -0.5846 2.0343
H 0.4094 -1.1985 0.8921
H 0.3478 0.7723 -0.3661
H -0.0134 1.4375 1.1968

=====

Entry 3:
16
Properties=species:S:1:pos:R:3 method="wB97M-V/def2-TZVPD" homo_energy_ev=-8.75 homo_lumo_gap_ev=9.60 relative_energy_ev=2.223
H 0.8621 1.8690 2.3637
N 0.2971 2.1624 1.5641
C 0.2431 1.1773 0.7385
N 1.0419 0.0381 0.9225
C 0.7399 -0.7782 1.8545
N -0.3538 1.1920 -0.4591
C 0.1286 -0.1153 -1.4528
C -0.9937 -1.1169 -1.4088
H -0.0401 -0.5572 2.5990
H 1.3096 -1.7073 1.9712
H -0.6677 2.1182 -0.7279
H 1.1074 -0.5877 -1.3782
H 0.1546 0.4446 -2.3842
H -0.8380 -1.8738 -2.1869
H -1.0302 -1.6269 -0.4432
H -1.9608 -0.6383 -1.5725

=====

Copy entry 1 word for word.
18
Properties=species:S:1:pos:R:3 method="wB97M-V/def2-TZVPD" charge=+2 homo_energy_ev=-21.23 homo_lumo_gap_ev=10.77 relative_energy_ev=3.064
C 1.2217 1.1602 -1.4027
C -0.1715 1.4433 -1.1794
N -0.8688 1.1954 -0.1423
C -2.0970 0.9253 0.5914
C -0.8813 0.1388 0.7018
N -0.1303 -0.8471 0.7342
C 0.0510 -2.1268 1.3481
C 1.1147 -1.5089 0.5144
H 1.3545 0.7124 -2.3963
H 1.7427 0.5983 -0.6360
H 1.7253 2.1318 -1.5425
H -0.6439 2.0808 -1.9379
H -2.9712 0.5350 0.0688
H -2.3379 1.6468 1.3746
H -0.5439 -2.9522 0.9697
H 0.1537 -2.1488 2.4293
H 1.9983 -1.0965 0.9945
H 1.2837 -1.8878 -0.4898

=====

What did the second record say?
13
Properties=species:S:1:pos:R:3 method="wB97M-V/def2-TZVPD" homo_energy_ev=-9.04 homo_lumo_gap_ev=7.70 relative_energy_ev=0.000
F -3.5613 -0.0626 -0.8426
C -2.6885 -0.0789 0.1846
F -3.3429 -0.1082 1.3090
C -1.6587 -1.2413 0.1824
S -1.8050 -2.6357 -0.6115
C -0.5107 -0.7841 1.0839
C -0.3499 0.6845 0.5495
C -1.6933 1.1112 0.1742
S -2.0455 2.5622 -0.4461
H -1.0009 -0.5846 2.0343
H 0.4094 -1.1985 0.8921
H 0.3478 0.7723 -0.3661
H -0.0134 1.4375 1.1968